C6H7O4 | ωB97M-V with the def2-TZVPD basis set

The spin multiplicity is 2. As for the expectation value of S²: 0.7552. Its gap between HOMO and LUMO (alpha / beta) is 8.4 / 6.7 eV. The charge is 0. As for the lowest unoccupied orbital energy (alpha / beta): 0.4 / -1.3 eV. The energy relative to the best compared isomer or geometry (same formula, charge and spin) comes out at 35.4 kcal per mole.

```
17
Properties=species:S:1:pos:R:3:forces:R:3
C 0.528 0.808 -1.537 -1.176 -1.666 -1.091
C -0.172 -0.363 -1.460 -0.104 0.907 -1.456
C -1.076 -0.705 -0.336 0.303 -0.149 0.458
C -0.578 -0.056 0.960 1.103 -0.925 1.237
C 0.469 1.011 0.840 -0.204 2.362 -2.862
C 0.808 1.559 -0.383 -0.228 0.328 2.832
O 1.082 1.425 1.960 -0.120 -0.362 1.015
O 0.262 -1.026 1.660 1.769 -0.683 -1.276
O 1.384 -1.025 0.846 -1.279 -1.171 1.574
O -1.173 -2.117 -0.112 -0.323 0.179 -0.424
H 0.941 1.126 -2.496 0.064 -0.246 0.330
H -0.281 -1.006 -2.338 0.138 0.270 0.131
H -2.087 -0.292 -0.451 0.069 0.062 -0.504
H -1.379 0.153 1.671 0.015 0.227 -0.155
H 1.461 2.430 -0.392 0.046 -0.373 -0.061
H 1.226 0.628 2.520 -0.224 0.828 -0.256
H -1.416 -2.550 -0.952 0.149 0.411 0.506
```
Positions in Å, forces in eV/Å.